No. 1
# C4H13N2

An isolated ion of composition C4H13N2 and charge +1 at a distorted geometry (the ωB97M-V functional and the def2-TZVPD basis, OMol25).

## Properties
- total charge = +1
- energy relative to the best compared isomer or geometry (same formula, charge and spin) (eV) = 2.485
- HOMO energy (eV) = -12.47
- HOMO-LUMO gap (eV) = 8.89

Cartesian coordinates (Å):
C1 1.62 2.06 0.33
N1 0.65 1.12 0.88
C2 -0.56 0.64 0.20
C3 -0.12 -0.65 -0.36
C4 0.08 -1.68 0.70
N2 -1.39 -1.20 -1.40
H1 1.81 1.84 -0.64
H2 1.16 3.12 0.25
H3 2.48 2.10 0.91
H4 0.60 1.19 1.92
H5 -0.97 1.26 -0.64
H6 -1.45 0.61 0.86
H7 0.71 -0.63 -1.14
H8 -0.80 -1.71 1.32
H9 0.92 -1.34 1.37
H10 0.45 -2.57 0.13
H11 -1.66 -0.75 -2.31
H12 -1.31 -2.30 -1.58
H13 -2.22 -1.12 -0.80


No. 2
# FNO2

A 2-piece molecular cluster, FNO2 overall at a distorted geometry (the ωB97M-V functional and the def2-TZVPD basis, OMol25).

## Properties
- energy relative to the best compared isomer or geometry (same formula, charge and spin) (eV) = 4.025
- HOMO energy (alpha / beta) (eV) = -11.97 / -11.97
- HOMO-LUMO gap (alpha / beta) (eV) = 10.07 / 10.11

Cartesian coordinates (Å):
N1 0.23 0.14 -0.01
O1 1.08 0.90 0.01
O2 -1.83 0.15 0.00
F1 0.53 -1.20 0.00


No. 3
# C3H2FHgMgO2

C3H2FHgMgO2 as an isolated structure at a distorted geometry (the ωB97M-V functional and the def2-TZVPD basis, OMol25).

## Properties
- 2S+1 = 2
- total charge = +2
- energy relative to the best compared isomer or geometry (same formula, charge and spin) (eV) = 4.811
- HOMO energy (alpha / beta) (eV) = -16.82 / -17.92
- HOMO-LUMO gap (alpha / beta) (eV) = 4.81 / 6.26

Cartesian coordinates (Å):
O1 0.13 0.80 -0.91
C1 0.17 -0.34 -0.24
O2 -0.92 -0.96 -0.24
Hg1 -1.97 1.43 0.68
Mg1 1.66 2.55 0.61
C2 1.10 0.37 -2.25
C3 2.24 0.08 -1.43
H1 1.32 1.12 -3.03
H2 0.74 -0.55 -2.74
F1 2.67 1.15 -0.77


No. 4
# C52H89BaN5O8S

C52H89BaN5O8S as an isolated structure at a distorted geometry (the ωB97M-V functional and the def2-TZVPD basis, OMol25).

## Properties
- total charge = -2
- energy relative to the best compared isomer or geometry (same formula, charge and spin) (eV) = 1.547
- HOMO energy (eV) = -2.07
- HOMO-LUMO gap (eV) = 5.89

Cartesian coordinates (Å):
Ba1 0.16 0.74 -2.12
C1 -0.09 -3.71 -0.91
N1 1.03 -3.90 0.00
C2 1.83 -5.05 -0.38
C3 0.57 -4.01 1.37
C4 -0.15 -2.76 1.89
N2 0.52 -1.50 1.61
C5 -0.29 -0.31 1.94
C6 -1.76 -0.41 1.60
C7 -2.65 -0.43 2.67
C8 -4.02 -0.60 2.51
C9 -4.44 -0.88 1.22
C10 -3.61 -0.89 0.10
C11 -2.23 -0.50 0.25
O1 -1.41 -0.25 -0.74
C12 -4.17 -1.45 -1.22
C13 -5.60 -1.98 -1.07
C14 -4.20 -0.41 -2.35
C15 -3.29 -2.63 -1.67
C16 -4.95 -0.57 3.72
C17 -6.42 -0.62 3.31
C18 -4.73 0.73 4.52
C19 -4.66 -1.77 4.63
C20 1.88 -1.47 2.25
C21 2.09 -0.53 3.41
C22 1.78 -0.95 4.70
C23 1.99 -0.16 5.83
C24 2.59 1.08 5.61
C25 2.96 1.55 4.35
C26 2.66 0.76 3.18
O2 2.85 1.19 1.98
C27 3.65 2.92 4.20
C28 3.95 3.57 5.55
C29 4.99 2.76 3.46
C30 2.74 3.87 3.41
C31 1.63 -0.60 7.25
C32 0.91 -1.95 7.26
C33 2.90 -0.74 8.10
C34 0.70 0.43 7.91
H1 -0.83 -4.52 -0.82
H2 0.28 -3.69 -1.94
H3 -0.57 -2.75 -0.70
H4 1.25 -5.99 -0.38
H5 2.67 -5.17 0.32
H6 2.23 -4.90 -1.38
H7 1.43 -4.23 2.00
H8 -0.13 -4.86 1.48
H9 -0.31 -2.93 2.97
H10 -1.15 -2.72 1.43
H11 0.16 0.55 1.45
H12 -0.25 -0.12 3.02
H13 -2.23 -0.34 3.67
H14 -5.49 -1.10 1.07
H15 -6.31 -1.17 -0.82
H16 -5.67 -2.76 -0.30
H17 -5.92 -2.41 -2.02
H18 -4.78 0.47 -2.05
H19 -4.67 -0.84 -3.25
H20 -3.19 -0.12 -2.62
H21 -3.22 -3.38 -0.87
H22 -2.29 -2.27 -1.90
H23 -3.70 -3.10 -2.57
H24 -6.66 0.19 2.60
H25 -7.06 -0.50 4.19
H26 -6.67 -1.57 2.84
H27 -4.91 1.60 3.88
H28 -3.70 0.80 4.89
H29 -5.41 0.77 5.38
H30 -4.84 -2.70 4.09
H31 -5.31 -1.75 5.52
H32 -3.62 -1.77 4.96
H33 2.63 -1.24 1.49
H34 2.10 -2.47 2.63
H35 1.34 -1.94 4.80
H36 2.80 1.70 6.47
H37 4.58 2.92 6.17
H38 3.04 3.80 6.11
H39 4.49 4.51 5.38
H40 5.68 2.14 4.05
H41 5.46 3.74 3.31
H42 4.83 2.28 2.50
H43 1.79 4.02 3.94
H44 2.52 3.43 2.43
H45 3.23 4.84 3.26
H46 1.54 -2.75 6.86
H47 -0.01 -1.92 6.66
H48 0.64 -2.22 8.29
H49 3.56 -1.50 7.67
H50 2.66 -1.02 9.13
H51 3.46 0.20 8.12
H52 -0.22 0.53 7.33
H53 1.17 1.41 7.95
H54 0.44 0.12 8.93
O3 0.89 4.00 -5.88
C35 0.30 3.18 -5.15
O4 0.76 2.09 -4.67
C36 -1.13 3.55 -4.72
C37 -1.08 4.21 -3.32
C38 -2.38 4.97 -3.04
C39 -3.38 3.80 -2.81
C40 -2.45 2.58 -2.96
O5 -1.21 3.09 -2.42
C41 -2.12 2.36 -4.44
C42 -1.54 0.97 -4.78
O6 -1.57 0.64 -5.98
O7 -1.18 0.23 -3.80
H55 -1.51 4.25 -5.45
H56 -0.17 4.77 -3.12
H57 -2.65 5.62 -3.88
H58 -2.28 5.58 -2.15
H59 -4.19 3.77 -3.53
H60 -3.81 3.83 -1.81
H61 -2.75 1.70 -2.40
H62 -3.00 2.44 -5.08
N3 2.24 -0.80 -1.52
C43 3.49 -0.07 -1.26
C44 3.76 0.87 -2.43
N4 2.60 1.73 -2.69
C45 2.69 3.12 -2.28
C46 2.53 3.27 -0.77
N5 1.30 2.61 -0.28
H63 2.04 -1.45 -0.76
H64 2.37 -1.37 -2.37
H65 4.35 -0.74 -1.13
H66 3.37 0.50 -0.33
H67 3.97 0.27 -3.32
H68 4.67 1.46 -2.22
H69 2.34 1.72 -3.68
H70 1.89 3.66 -2.79
H71 3.65 3.59 -2.58
H72 2.55 4.34 -0.52
H73 3.39 2.81 -0.26
H74 0.65 3.29 0.09
H75 1.59 2.02 0.50
C47 1.02 0.57 -8.20
C48 2.24 0.58 -7.27
C49 2.46 -0.71 -6.48
S1 1.37 -1.01 -5.03
O8 2.18 -2.01 -4.22
C50 0.05 -2.02 -5.79
C51 0.30 -3.51 -5.67
C52 1.43 -4.06 -6.55
H76 1.03 1.45 -8.84
H77 0.09 0.59 -7.63
H78 1.03 -0.32 -8.84
H79 2.13 1.42 -6.57
H80 3.14 0.76 -7.86
H81 3.43 -0.71 -5.99
H82 2.40 -1.59 -7.13
H83 -0.09 -1.68 -6.83
H84 -0.84 -1.72 -5.24
H85 -0.63 -4.02 -5.92
H86 0.53 -3.74 -4.63
H87 1.29 -3.76 -7.60
H88 1.46 -5.15 -6.51
H89 2.39 -3.68 -6.21


No. 5
# C17H24AuN7O2P2

C17H24AuN7O2P2 as an isolated structure at a distorted geometry (the ωB97M-V functional and the def2-TZVPD basis, OMol25).

## Properties
- 2S+1 = 3
- total charge = +2
- energy relative to the best compared isomer or geometry (same formula, charge and spin) (eV) = 0.389
- HOMO energy (alpha / beta) (eV) = -13.38 / -15.13
- HOMO-LUMO gap (alpha / beta) (eV) = 7.14 / 6.63

Cartesian coordinates (Å):
Au1 1.07 0.01 -0.95
O1 0.50 1.96 -2.19
N1 -0.33 2.75 -1.72
N2 -0.73 2.58 -0.47
O2 -0.13 1.79 0.32
C1 -1.80 3.36 -0.04
C2 -2.35 3.07 1.22
C3 -3.44 3.78 1.67
C4 -3.98 4.79 0.87
C5 -3.44 5.08 -0.38
C6 -2.34 4.37 -0.84
H1 -1.92 2.28 1.81
H2 -3.87 3.54 2.62
H3 -4.83 5.35 1.23
H4 -3.85 5.88 -0.98
H5 -1.89 4.61 -1.79
C7 1.76 -1.64 2.41
P1 1.60 -1.82 0.61
C8 3.14 -2.64 0.06
C9 0.28 -3.04 0.32
C10 0.20 -4.17 1.14
C11 -0.78 -5.12 0.92
C12 -1.67 -4.97 -0.13
C13 -1.61 -3.86 -0.95
C14 -0.65 -2.87 -0.71
P2 -0.71 -1.35 -1.70
C15 -0.92 -1.83 -3.44
C16 -2.30 -0.59 -1.22
H6 2.23 -2.52 2.85
H7 0.77 -1.48 2.84
H8 2.38 -0.76 2.60
H9 3.24 -3.60 0.56
H10 3.98 -1.99 0.31
H11 3.10 -2.78 -1.02
H12 0.91 -4.30 1.95
H13 -0.85 -5.97 1.58
H14 -2.43 -5.72 -0.30
H15 -2.31 -3.75 -1.76
H16 -1.92 -2.24 -3.61
H17 -0.16 -2.57 -3.70
H18 -0.78 -0.95 -4.08
H19 -3.11 -1.32 -1.31
H20 -2.50 0.27 -1.86
H21 -2.23 -0.26 -0.18
N3 4.58 2.17 2.37
N4 3.97 1.99 1.20
N5 4.17 2.78 0.17
C17 3.45 2.21 -0.78
N6 2.85 1.12 -0.32
N7 3.19 0.99 0.94
H22 4.98 3.09 2.51
H23 4.13 1.73 3.16
H24 3.37 2.57 -1.79


No. 6
# C19H33BrN3O10S

A 3-piece molecular cluster, C19H33BrN3O10S overall at a distorted geometry (the ωB97M-V functional and the def2-TZVPD basis, OMol25).

## Properties
- total charge = -1
- HOMO energy (eV) = -5.19
- HOMO-LUMO gap (eV) = 7.16

Cartesian coordinates (Å):
O1 -1.71 -5.00 0.90
C1 -2.05 -3.69 0.89
Br1 -1.93 -2.72 2.65
C2 -2.51 -2.95 -0.54
C3 -1.23 -3.09 -1.55
O2 -1.41 -3.50 -2.95
C4 -0.02 -3.34 -3.49
O3 0.47 -3.79 -4.66
O4 0.82 -2.52 -2.56
C5 -0.25 -1.80 -1.80
N1 -0.67 -0.77 -2.87
C6 0.48 0.02 -2.99
S1 2.04 0.70 -3.31
C7 0.07 -1.26 -0.29
O5 0.98 -1.75 0.56
O6 -0.78 -0.13 0.20
H1 -3.51 -3.46 -0.94
H2 -2.74 -1.82 -0.22
H3 -0.49 -3.93 -1.15
C8 0.10 -3.84 5.00
O7 0.05 -2.55 5.58
C9 -0.72 -2.49 6.79
C10 0.20 -2.28 8.01
N2 1.00 -3.47 8.29
C11 2.08 -3.24 9.26
C12 3.17 -2.22 8.88
O8 4.01 -2.64 7.80
C13 3.47 -2.38 6.51
H4 0.54 -3.75 4.01
H5 0.74 -4.51 5.59
H6 -0.90 -4.27 4.90
H7 -1.36 -3.38 6.92
H8 -1.38 -1.62 6.70
H9 -0.42 -2.04 8.88
H10 0.83 -1.41 7.79
H11 1.42 -3.80 7.43
H12 2.56 -4.21 9.42
H13 1.64 -2.95 10.22
H14 3.84 -2.13 9.75
H15 2.78 -1.21 8.71
H16 2.86 -1.47 6.48
H17 2.89 -3.24 6.17
H18 4.30 -2.26 5.81
C14 -3.20 4.54 -7.77
O9 -2.12 5.46 -7.85
C15 -2.09 6.39 -6.76
C16 -0.91 6.10 -5.82
N3 -1.12 4.86 -5.07
C17 0.08 4.39 -4.37
C18 1.31 4.02 -5.22
O10 1.12 2.86 -6.04
C19 0.46 3.11 -7.27
H19 -3.25 4.00 -8.72
H20 -3.03 3.81 -6.98
H21 -4.15 5.05 -7.62
H22 -3.05 6.42 -6.22
H23 -1.94 7.38 -7.21
H24 -0.79 6.94 -5.12
H25 -0.01 6.04 -6.44
H26 -1.42 4.13 -5.70
H27 -0.22 3.50 -3.81
H28 0.38 5.14 -3.62
H29 2.12 3.76 -4.53
H30 1.68 4.86 -5.82
H31 0.70 4.09 -7.68
H32 -0.61 2.98 -7.15
H33 0.79 2.35 -7.99


Number 1: E_tot -269.40937 Eh, molecular weight 89.16 Da. Number 2: E_tot -304.80107 Eh, molecular weight 65.00 Da. Number 3: E_tot -718.38436 Eh, molecular weight 313.94 Da. Number 4: E_tot -3334.43724 Eh, molecular weight 1081.71 Da. Number 5: E_tot -2013.65495 Eh, molecular weight 617.34 Da. Number 6: E_tot -4632.31333 Eh, molecular weight 575.46 Da.